ORCA calculation (wB97M-V/def2-TZVPD) on a molecular structure, C36H26F5N9S2Zr in a non-equilibrium geometry.

Its energy above the lowest of the compared OMol25 structures with the same formula, charge and spin is 1.015 eV. Its spin multiplicity is 1. The value obtained for the orbital gap is 5.481 eV. Its total charge is +2.

CARTESIAN COORDINATES (ANGSTROEM)
Zr1 -0.12805 -1.45761 0.94850
C1 5.64625 -0.70108 1.39255
S1 4.81619 -2.17495 0.72444
C2 3.14944 -1.88021 1.06880
S2 2.02169 -2.86694 0.23493
N1 2.83716 -0.87914 1.87718
N2 1.57249 -0.48390 1.91924
C3 1.28450 0.56527 2.64053
C4 -0.00294 1.18059 2.48119
C5 -0.31416 2.40610 3.08869
C6 -1.50428 3.02934 2.78170
C7 -2.37113 2.41936 1.87413
C8 -2.01863 1.19210 1.34558
N3 -0.87000 0.57393 1.63186
H1 6.67215 -0.98624 1.60714
H2 5.13532 -0.37917 2.29292
H3 5.63620 0.07822 0.63401
H4 2.04730 1.03577 3.25701
H5 0.38547 2.84484 3.78062
H6 -1.76360 3.97337 3.23238
H7 -3.29855 2.89018 1.59420
H8 -2.68648 0.67839 0.65642
N4 -3.44887 -2.49616 -0.09842
C9 -2.51959 -2.46171 -1.11462
C10 -2.97880 -2.86642 -2.38131
C11 -2.09215 -2.97357 -3.42350
C12 -0.75222 -2.66896 -3.18666
C13 -0.38631 -2.22987 -1.93736
N5 -1.24551 -2.09708 -0.89917
C14 -3.36454 -2.38834 1.27467
C15 -4.39470 -2.97916 2.02803
C16 -4.40383 -2.83434 3.39520
C17 -3.41007 -2.05048 3.98243
C18 -2.43093 -1.51443 3.17927
N6 -2.36641 -1.69843 1.84158
H9 -4.33626 -2.87738 -0.40683
H10 -4.01883 -3.11557 -2.52185
H11 -2.41707 -3.30439 -4.39515
H12 -0.01354 -2.78108 -3.96154
H13 0.65603 -1.98766 -1.73954
H14 -5.15837 -3.55395 1.53242
H15 -5.16348 -3.30179 4.00068
H16 -3.40981 -1.86944 5.04435
H17 -1.64922 -0.89514 3.61348
N7 2.61948 4.38299 -3.04664
C19 2.48870 5.32205 -4.02792
C20 3.32462 6.32460 -4.49865
C21 2.87216 7.05426 -5.57533
C22 1.61455 6.82058 -6.15754
C23 0.76409 5.85645 -5.68066
C24 1.20299 5.08816 -4.59857
N8 0.59862 4.06646 -3.95043
C25 1.45584 3.64568 -3.04138
C26 1.20054 2.50358 -2.22140
C27 2.19312 1.79840 -1.52515
C28 1.85339 0.67902 -0.80039
N9 0.59885 0.21137 -0.66536
C29 -0.35031 0.88060 -1.35852
C30 -0.10320 1.98220 -2.13651
H18 3.40339 4.30065 -2.41986
H19 4.28539 6.52191 -4.04882
H20 3.50084 7.82549 -5.99133
H21 1.31948 7.42508 -6.99996
H22 -0.20535 5.68102 -6.11582
H23 3.22681 2.09507 -1.57890
H24 2.64329 0.11482 -0.31854
H25 -1.36355 0.49332 -1.28445
H26 -0.88674 2.46482 -2.69695
F1 -1.07300 -4.43061 0.46311
C31 -0.73223 -4.44375 1.79547
C32 -0.20858 -3.24458 2.24127
C33 0.09815 -3.18353 3.58522
F2 0.55430 -1.94152 3.97050
C34 -0.08635 -4.23274 4.47532
F3 0.18222 -4.11231 5.76826
C35 -0.61962 -5.42457 3.97237
F4 -0.84503 -6.43968 4.79392
C36 -0.95513 -5.54077 2.61881
F5 -1.51360 -6.65738 2.16466